The following is a DFT calculation (wB97M-V/def2-TZVPD) of an isolated ion of composition C5H9ClIN4O and charge +1.

Atoms and positions in Å:
1 N 2.7594 -1.4091 0.5932
2 C 2.4493 -0.0312 0.2771
3 C 1.1263 0.2344 -0.4792
4 O 1.2945 0.9674 -1.6754
5 C 0.0741 0.9449 0.4204
6 C -1.3103 0.5280 0.1099
7 N -2.0851 1.1347 -0.7492
8 N -3.2116 0.4014 -0.7700
9 Cl -4.5041 0.8183 -1.7486
10 C -3.1571 -0.6324 0.0373
11 N -1.9613 -0.5708 0.6279
12 I -1.2458 -1.8893 2.0115
13 H 2.8991 -1.9611 -0.2416
14 H 2.0647 -1.8554 1.1747
15 H 3.2529 0.3438 -0.3595
16 H 2.4758 0.5534 1.1978
17 H 0.7270 -0.7242 -0.8161
18 H 1.8799 1.7176 -1.5110
19 H 0.2790 0.7831 1.4783
20 H 0.1199 2.0158 0.2252
21 H -3.9265 -1.3693 0.1972

The SMILES is NC[C@H](O)Cc1nn(Cl)c[n+]1I. The charge is +1. The calculated total energy comes out at -1247.7433 Eh. Its LUMO energy is -5.3 eV. The molar mass comes out at 303.51 g mol⁻¹. The calculation puts the frontier orbital gap at 0.2567 Ha.